[1]
ORCA calculation (ωB97M-V/def2-TZVPD) on a molecular structure, C27H33AsAuF6N5O3PS.

- relative energy (zero: lowest compared OMol25 entry of this formula, charge and spin) (kJ/mol) = 0.0
- orbital gap (spin up / spin down) (Eh) = 0.279 / 0.229
- charge = +4
- E_tot (Eh) = -5257.06991
- multiplicity = 2

Last column: Löwdin spin population.
Cartesian coordinates (Å):
1 Au -2.084 1.386 -1.827  0.54
2 C -3.451 5.357 0.723  -0.01
3 C -4.337 4.735 -0.148  0.01
4 C -3.911 3.628 -0.852  0.01
5 N -2.666 3.150 -0.700  0.24
6 C -1.796 3.741 0.128  0.02
7 C -2.165 4.856 0.858  0.01
8 H -3.763 6.223 1.292  0.00
9 H -5.348 5.094 -0.280  0.00
10 H -4.564 3.101 -1.535  0.00
11 H -0.817 3.293 0.219  0.00
12 H -1.450 5.309 1.529  0.00
13 N -1.911 2.833 -7.057  0.00
14 C -1.874 3.556 -5.732  0.00
15 P -0.537 2.782 -4.695  0.00
16 O 0.081 1.771 -5.602  0.00
17 O -1.146 2.447 -3.361  0.03
18 C 0.827 3.995 -4.373  0.00
19 N 1.994 3.623 -5.254  0.00
20 H -1.730 3.450 -7.852  0.00
21 H -2.814 2.386 -7.231  0.00
22 H -1.178 2.096 -7.028  0.00
23 H -2.834 3.427 -5.238  0.00
24 H -1.729 4.620 -5.907  0.00
25 H 1.131 3.883 -3.334  0.00
26 H 0.559 5.037 -4.538  0.00
27 H 1.791 2.683 -5.650  0.00
28 H 2.874 3.585 -4.735  0.00
29 H 2.133 4.278 -6.026  0.00
30 F -0.395 -0.811 0.140  0.00
31 As -0.013 -0.019 1.657  0.00
32 F -1.301 1.118 1.362  0.00
33 F 1.297 -1.168 1.903  0.00
34 F 0.403 0.778 3.103  0.00
35 F -1.104 -1.095 2.458  0.00
36 F 1.087 0.996 0.742  0.00
37 O 2.935 -0.429 -1.568  0.00
38 S 3.032 -0.982 -0.237  0.00
39 C 0.656 -4.708 3.063  0.00
40 C 0.465 -4.666 4.403  0.00
41 C 1.045 -5.686 5.237  0.00
42 C 0.803 -5.689 6.580  0.00
43 C -0.015 -4.687 7.124  0.00
44 C -0.592 -3.673 6.341  0.00
45 C -0.359 -3.650 4.996  0.00
46 C 4.093 0.007 0.758  0.00
47 C 5.094 -1.119 0.565  0.00
48 C 5.909 -1.145 -0.586  0.00
49 C 6.885 -2.110 -0.716  0.00
50 C 7.036 -3.070 0.281  0.00
51 C 6.210 -3.080 1.407  0.00
52 C 5.232 -2.123 1.548  0.00
53 H 1.266 -5.501 2.643  0.00
54 H 0.230 -3.983 2.381  0.00
55 H 1.659 -6.453 4.782  0.00
56 H 1.221 -6.453 7.221  0.00
57 H -0.213 -4.699 8.189  0.00
58 H -1.219 -2.928 6.809  0.00
59 H -0.788 -2.881 4.366  0.00
60 H 3.730 0.131 1.773  0.00
61 H 4.358 0.928 0.249  0.00
62 H 5.772 -0.396 -1.357  0.00
63 H 7.530 -2.120 -1.583  0.00
64 H 7.805 -3.826 0.182  0.00
65 H 6.355 -3.830 2.172  0.00
66 H 4.601 -2.098 2.429  0.00
67 N -5.825 -3.656 2.072  0.00
68 C -5.279 -2.857 1.456  0.00
69 C -4.592 -1.847 0.702  0.00
70 C -3.972 -2.168 -0.503  0.01
71 C -3.290 -1.180 -1.174  0.03
72 N -3.212 0.079 -0.704  0.08
73 C -3.813 0.393 0.452  0.00
74 C -4.517 -0.543 1.178  0.00
75 H -4.016 -3.169 -0.908  0.00
76 H -2.783 -1.395 -2.105  0.01
77 H -3.706 1.402 0.811  0.00
78 H -4.986 -0.261 2.109  0.00

=====

[2]
ORCA calculation (ωB97M-V/def2-TZVPD) on a molecular structure, C27H33BiN3P2Se in a non-equilibrium geometry.

- orbital gap (Eh) = 0.200
- charge = +1
- E_tot (Eh) = -4511.34248

Last column: natural (NBO) charge in e.
Cartesian coordinates (Å):
1 C -2.773 1.424 -4.242  -0.15
2 C -2.957 1.346 -2.880  -0.04
3 C -3.314 0.058 -2.345  0.20
4 C -2.740 -1.073 -3.036  -0.13
5 C -2.436 -0.942 -4.448  -0.17
6 C -2.628 0.267 -5.042  -0.24
7 C -2.680 -2.266 -2.326  -0.09
8 C -3.229 -2.375 -1.054  -0.15
9 C -3.813 -1.197 -0.484  0.29
10 C -4.083 -1.219 0.942  -0.03
11 C -4.325 -2.429 1.499  -0.19
12 C -4.112 -3.654 0.804  -0.22
13 C -3.421 -3.648 -0.368  -0.18
14 H -2.764 2.388 -4.711  0.21
15 H -2.187 -1.882 -4.953  0.22
16 H -2.519 0.334 -6.106  0.23
17 H -1.913 -3.050 -2.658  0.22
18 H -4.731 -2.482 2.483  0.22
19 H -4.351 -4.613 1.242  0.23
20 H -3.107 -4.537 -0.947  0.22
21 N -4.036 -0.096 -1.220  -0.47
22 Bi 0.806 -1.000 -0.793  0.82
23 C -2.430 2.378 -1.893  -0.72
24 H -3.119 2.441 -1.062  0.26
25 H -2.339 3.337 -2.382  0.24
26 C -3.764 0.018 1.705  -0.71
27 H -4.230 0.869 1.238  0.25
28 H -4.074 -0.070 2.721  0.22
29 P -0.764 1.844 -1.252  0.93
30 P -1.926 0.340 1.665  0.79
31 C -1.459 -0.767 3.063  -0.94
32 H -0.408 -0.602 3.343  0.24
33 H -2.113 -0.578 3.920  0.22
34 H -1.566 -1.811 2.748  0.24
35 C -1.916 1.921 2.579  -0.95
36 H -2.336 1.782 3.579  0.23
37 H -0.890 2.295 2.660  0.24
38 H -2.518 2.654 2.035  0.23
39 C 0.243 2.244 -2.744  -0.96
40 H -0.032 3.241 -3.105  0.23
41 H 1.310 2.229 -2.500  0.23
42 H 0.054 1.511 -3.536  0.25
43 C -0.357 3.333 -0.266  -0.96
44 H 0.594 3.184 0.265  0.26
45 H -0.274 4.196 -0.939  0.24
46 H -1.141 3.532 0.472  0.25
47 H -0.555 -1.612 -1.460  -0.19
48 H -0.374 -1.624 0.489  -0.14
49 C 3.659 -1.574 2.898  -0.42
50 N 4.172 -0.641 1.907  -0.35
51 C 3.444 0.335 1.297  0.26
52 Se 1.650 0.660 1.508  -0.21
53 N 4.353 1.020 0.536  -0.55
54 C 5.631 0.465 0.647  0.17
55 C 6.880 0.969 0.268  -0.23
56 C 8.008 0.300 0.770  -0.19
57 C 7.872 -0.798 1.635  -0.19
58 C 6.605 -1.266 2.035  -0.21
59 C 5.510 -0.602 1.501  0.08
60 H 4.022 -2.592 2.651  0.22
61 H 2.579 -1.552 2.887  0.25
62 H 4.023 -1.320 3.910  0.23
63 H 4.102 1.841 -0.021  0.44
64 H 6.934 1.847 -0.379  0.23
65 H 9.010 0.642 0.502  0.24
66 H 8.783 -1.293 2.018  0.24
67 H 6.457 -2.079 2.731  0.23